Record 1
19
Properties=species:S:1:pos:R:3:forces:R:3:lowdin_charge:R:1 method="wB97M-V/def2-TZVPD" homo_lumo_gap_ha=0.3078 total_energy_ev=-17222.463 homo_energy_ev=-12.69 de_lowest_kj_mol=371.92 largest_force_ev_per_a=5.40 charge=+1 e_lumo_ev=-4.3 spin_multiplicity=1
C 1.3202 -1.6171 0.4676 0.005 0.589 -0.591 -0.602
C -1.5262 0.8179 0.2162 0.024 -0.144 0.080 -0.170
C -1.3036 -0.6077 -0.2657 -0.089 -1.936 -1.379 -0.305
C 0.6481 1.7696 -0.3533 1.599 -0.596 -2.715 -0.078
N 2.0212 -2.7661 0.4503 -0.036 0.117 -0.460 0.144
N -0.2564 1.4962 0.6836 -3.036 1.917 2.225 -0.144
O 1.0632 -0.9343 1.4638 0.115 -0.838 -0.438 -0.027
Si 0.3637 -0.9380 -1.0922 0.119 3.503 4.103 1.040
H -1.7013 1.5164 -0.6380 -1.390 -0.830 0.787 0.137
H -2.1933 0.7053 1.1237 0.249 1.063 -1.389 0.158
H -1.4360 -1.4190 0.4733 0.359 0.847 0.395 0.090
H -2.0562 -0.9956 -0.9839 -0.021 1.075 0.028 0.090
H 0.1511 2.4749 -1.0754 1.057 -0.683 0.539 0.080
H 1.7082 2.0128 -0.0041 -1.776 -0.278 -0.564 0.098
H 2.1735 -3.2255 1.3383 0.499 -0.014 -0.097 0.125
H 2.4408 -3.1257 -0.4224 -0.625 0.191 1.062 0.128
H -0.6510 2.3210 1.3207 1.373 -1.632 -1.580 0.239
H 0.1998 0.8601 1.2544 1.264 -1.784 2.237 0.070
H 0.6653 -1.1865 -2.4051 0.310 -0.568 -2.242 -0.075



Record 2
18
Properties=species:S:1:pos:R:3:forces:R:3:mulliken_spin:R:1 method="wB97M-V/def2-TZVPD" homo_lumo_gap_ha="0.3833 / 0.0990" total_energy_ev=-12469.246 homo_energy_ev="-13.85 / -13.85" de_lowest_kj_mol=92.58 s2=0.754 largest_force_ev_per_a=3.68 charge=+1 e_lumo_ev="-3.4 / -11.2" spin_multiplicity=2
O -0.0974 2.2998 1.9788 1.114 2.027 1.106 0.936
H -0.0682 1.6925 1.2395 0.224 -2.056 -3.046 -0.014
H -0.7513 1.9268 2.5700 -1.753 -0.716 1.348 -0.017
O 1.2810 0.9857 -3.3307 0.291 0.615 0.354 0.000
H 0.8250 0.1451 -3.3724 -0.273 -0.501 0.062 0.000
H 1.4789 1.1969 -4.2430 0.165 0.270 -0.139 0.000
O -1.8872 -0.1003 2.6086 0.178 1.050 -0.269 0.092
H -0.9698 -0.3576 2.5171 0.661 -0.772 -0.096 -0.002
H -2.1680 -0.5011 3.4312 -0.267 -0.130 0.411 -0.003
O 0.9936 -1.2308 2.7822 -0.429 0.474 -0.188 0.000
H 1.7907 -1.2405 2.2522 0.361 0.006 -0.058 0.000
H 0.8464 -2.1485 3.0111 -0.059 -0.350 0.166 0.000
O -0.0518 0.4844 -0.1346 -0.202 0.505 0.974 0.007
H 0.4875 -0.3025 -0.0565 0.171 -0.349 0.079 0.000
H 0.1121 0.8005 -1.0231 0.176 0.397 -0.664 0.000
O -0.2401 -1.2013 -3.2776 0.043 -0.277 0.183 0.000
H -0.5336 -1.2249 -4.1884 -0.115 -0.153 -0.383 0.000
H -1.0478 -1.2242 -2.7645 -0.285 -0.039 0.160 0.000



Record 3
12
Properties=species:S:1:pos:R:3:forces:R:3:lowdin_charge:R:1 method="wB97M-V/def2-TZVPD" homo_lumo_gap_ha=0.3388 total_energy_ev=-17122.292 homo_energy_ev=-8.66 smiles=C1O[C@H]2C[C@@H]2S1 de_lowest_kj_mol=563.23 largest_force_ev_per_a=4.07 e_lumo_ev=0.6 spin_multiplicity=1
C 1.1378 -0.3331 1.1262 2.556 2.658 -1.713 -0.188
O 1.2766 -0.9766 -0.2865 0.850 -0.039 2.247 -0.118
C 0.3244 -0.3367 -1.0150 -2.291 -0.099 -0.851 -0.438
C -1.1471 -0.3346 -1.7242 2.699 -0.261 2.050 0.066
C -0.8428 -0.1827 -0.2101 -2.623 1.368 -1.043 -0.673
S -0.4303 1.0553 0.9495 2.018 -0.715 1.352 0.847
H 1.0327 -1.1706 1.8045 -0.445 0.216 0.280 0.066
H 2.1500 0.3267 1.3531 -2.684 -1.862 -0.587 0.128
H 0.4855 0.6568 -1.2185 2.103 2.116 -0.896 0.076
H -1.5458 -1.2696 -1.9123 -1.260 -1.509 -0.579 0.060
H -1.2011 0.4407 -2.4834 -0.194 -0.071 0.425 0.099
H -1.0838 -0.9327 0.4961 -0.727 -1.802 -0.687 0.075



Record 4
16
Properties=species:S:1:pos:R:3:forces:R:3:lowdin_charge:R:1 method="wB97M-V/def2-TZVPD" homo_lumo_gap_ha=0.3112 total_energy_ev=-23283.703 homo_energy_ev=-4.74 de_lowest_kj_mol=385.96 largest_force_ev_per_a=6.70 charge=-1 e_lumo_ev=3.7 spin_multiplicity=1
C -1.0225 1.3551 2.1099 0.205 -0.008 -0.783 -0.103
C -0.3400 1.7003 1.0439 -2.418 -5.438 -3.069 0.011
C 0.0464 -1.9365 0.0718 2.641 -1.703 1.024 -0.180
C -0.4882 0.2393 -0.6699 -0.437 0.635 2.738 -0.171
O 2.3318 -0.2745 -1.0682 -0.985 0.145 0.538 -0.384
O 1.1335 1.5748 -2.0917 -0.102 -0.273 0.166 -0.394
O 0.5923 -0.7713 -2.7405 0.704 1.239 1.487 -0.395
O -0.9608 -0.9912 -0.0852 0.514 2.254 -1.128 -0.210
S 1.0774 0.1739 -1.6807 -0.698 -0.039 -2.575 0.413
H -0.7355 1.9629 2.9295 -0.558 0.423 1.422 0.016
H -1.7805 0.5503 2.1746 0.886 0.390 -0.031 0.058
H 0.2580 2.4666 0.7643 1.988 2.180 -0.317 0.002
H 1.0684 -1.6783 -0.4073 -2.163 -0.915 0.114 0.070
H -0.3488 -2.9651 -0.1014 0.235 0.821 -0.786 0.088
H 0.4363 -2.0872 1.1050 -0.748 0.797 0.259 0.075
H -1.2678 0.6809 -1.3542 0.935 -0.508 0.940 0.104